{
  "formula": "C2H13N2O2",
  "method": "ωB97M-V/def2-TZVPD",
  "species": ["C", "N", "C", "N", "H", "H", "H", "H", "H", "H", "H", "H", "H", "H", "H", "O", "H", "H", "O"],
  "coordinates": [[-0.450, 0.051, 1.623], [-1.847, 0.144, 1.225], [0.428, 0.514, 0.450], [-0.087, -0.242, -0.733], [-0.179, -0.973, 1.879], [-0.249, 0.726, 2.461], [-2.480, -0.185, 1.947], [-2.114, 1.122, 1.123], [1.484, 0.418, 0.652], [0.298, 1.602, 0.468], [-0.233, 0.377, -1.542], [0.571, -0.957, -1.024], [-1.042, -0.554, -0.484], [2.584, -2.455, 1.159], [3.528, -1.327, 0.714], [2.627, -1.507, 1.001], [-1.607, 0.972, -3.253], [-0.575, 1.388, -4.246], [-0.655, 0.886, -3.421]],
  "total_charge": 1,
  "de_lowest_ev": 0.550,
  "e_lumo_ha": -0.1055,
  "spin_multiplicity": 1,
  "orbital_gap_ev": 11.22,
  "homo_ev": -14.1
}